[1]
C36H51BrF5N5O3S2SiSnTe as an isolated structure in a non-equilibrium geometry, computed with ωB97M-V with the def2-TZVPD basis set.

Calculated values
HOMO-LUMO gap (alpha / beta)	3.24 / 3.78	eV
energy relative to the best compared isomer or geometry (same formula, charge and spin)	272.8	kJ/mol
HOMO level (alpha / beta)	-11.9 / -11.9	eV
total charge	+2
E	-6542.882021	Ha
max |F|	5.44	eV/A

Element x y z (Å)
1 Sn -1.131 -1.431 -0.213
2 C 3.980 -3.927 -6.005
3 C 3.470 -3.278 -4.764
4 C 2.126 -3.390 -4.413
5 C 1.650 -2.758 -3.282
6 C 2.512 -2.020 -2.497
7 C 3.859 -1.915 -2.803
8 C 4.330 -2.551 -3.937
9 S 1.816 -1.188 -1.124
10 O 2.751 -0.363 -0.438
11 O 0.619 -0.468 -1.575
12 N 1.164 -2.237 -0.095
13 C 1.194 -3.566 -0.142
14 C 2.330 -4.332 -0.483
15 C 2.258 -5.700 -0.353
16 C 1.068 -6.292 0.060
17 C -0.023 -5.466 0.312
18 N 0.042 -4.156 0.228
19 H 3.165 -4.321 -6.607
20 H 4.646 -4.751 -5.755
21 H 4.553 -3.220 -6.601
22 H 1.455 -3.962 -5.036
23 H 0.607 -2.808 -3.007
24 H 4.498 -1.334 -2.155
25 H 5.376 -2.484 -4.197
26 H 3.238 -3.817 -0.745
27 H 3.116 -6.314 -0.582
28 H 0.968 -7.363 0.133
29 H -1.002 -5.875 0.532
30 C -0.962 3.829 -1.642
31 C -0.686 4.187 -0.173
32 C -0.645 5.721 -0.038
33 C -1.865 3.660 0.652
34 Si 1.040 3.453 0.419
35 Br -0.333 0.178 1.469
36 C 2.450 3.270 -0.930
37 C 3.716 2.642 -0.334
38 C 2.004 2.389 -2.107
39 C 2.795 4.675 -1.457
40 C 1.543 3.613 2.307
41 C 0.311 3.689 3.216
42 C 2.380 2.426 2.788
43 C 2.347 4.919 2.451
44 H -1.951 4.190 -1.919
45 H -0.940 2.751 -1.795
46 H -0.251 4.306 -2.309
47 H -1.595 6.136 -0.369
48 H 0.139 6.163 -0.648
49 H -0.493 6.025 0.993
50 H -2.788 4.006 0.191
51 H -1.844 4.024 1.671
52 H -1.864 2.577 0.674
53 H 3.526 1.623 -0.006
54 H 4.122 3.233 0.481
55 H 4.477 2.599 -1.111
56 H 1.599 1.441 -1.769
57 H 2.873 2.172 -2.724
58 H 1.273 2.881 -2.737
59 H 3.146 5.324 -0.660
60 H 1.943 5.147 -1.941
61 H 3.590 4.594 -2.196
62 H -0.287 2.787 3.119
63 H -0.282 4.576 3.016
64 H 0.659 3.763 4.244
65 H 1.824 1.504 2.660
66 H 2.588 2.567 3.844
67 H 3.329 2.344 2.279
68 H 1.765 5.785 2.149
69 H 3.268 4.904 1.875
70 H 2.617 5.053 3.496
71 N -1.218 -2.154 3.660
72 C -0.441 -3.228 3.544
73 C 0.962 -3.141 3.773
74 C 1.727 -4.280 3.776
75 C 1.142 -5.526 3.534
76 C -0.227 -5.623 3.266
77 C -1.011 -4.497 3.266
78 H -0.820 -1.240 3.841
79 H -2.182 -2.189 3.352
80 H 1.402 -2.169 3.944
81 H 2.784 -4.220 3.986
82 H 1.747 -6.419 3.563
83 H -0.664 -6.593 3.080
84 H -2.074 -4.557 3.091
85 N -7.404 2.960 0.676
86 C -7.000 2.256 -0.374
87 S -8.019 1.979 -1.657
88 C -5.635 1.704 -0.387
89 C -4.939 1.480 0.800
90 C -3.685 0.897 0.745
91 N -3.100 0.538 -0.392
92 C -3.746 0.765 -1.529
93 C -5.006 1.338 -1.579
94 H -8.352 3.307 0.717
95 H -6.784 3.202 1.433
96 H -5.368 1.689 1.765
97 H -3.134 0.712 1.657
98 H -3.249 0.440 -2.437
99 H -5.500 1.491 -2.527
100 F -3.695 -1.913 -1.363
101 Te -4.144 -2.604 0.368
102 F -4.772 -3.659 1.796
103 F -5.491 -1.260 0.397
104 F -5.372 -3.559 -0.652
105 F -2.920 -4.001 -0.092
106 O -2.980 -1.767 1.375

Atoms 1-6, force components in eV/Å:
Sn -0.2 -0.2 -0.2
C 0.1 -0.1 -0.1
C 0.0 0.0 0.1
C 0.0 0.1 0.1
C -0.3 -0.1 -0.2
C 0.0 0.3 0.2


[2]
C24H45Cl3N3O4SiZn as an isolated structure in a non-equilibrium geometry, computed with ωB97M-V with the def2-TZVPD basis set.

Calculated values
HOMO-LUMO gap	8.33	eV
energy relative to the best compared isomer or geometry (same formula, charge and spin)	143.4	kJ/mol
HOMO level	-5.8	eV
total charge	-1
E	-4856.365908	Ha
max |F|	1.96	eV/A

Element x y z (Å)
1 C -3.647 2.693 1.862
2 C -2.986 3.675 0.951
3 H -3.665 3.084 2.887
4 H -3.161 1.712 1.845
5 H -4.695 2.532 1.562
6 C -3.073 5.000 1.194
7 C -3.640 5.605 2.434
8 H -2.808 5.731 0.419
9 H -3.312 5.081 3.345
10 H -4.738 5.580 2.388
11 H -3.367 6.663 2.533
12 Zn -3.272 -0.658 -0.301
13 Cl -3.006 -1.334 -2.395
14 Cl -5.122 -0.278 0.843
15 C 0.431 -1.985 -3.204
16 O 0.398 -2.540 -2.113
17 N 1.535 -1.378 -3.714
18 C 2.651 -1.093 -2.815
19 C 1.457 -0.627 -4.954
20 H -0.480 -1.964 -3.825
21 H 2.796 -1.929 -2.123
22 H 2.469 -0.186 -2.218
23 H 3.553 -0.919 -3.403
24 H 0.752 -1.117 -5.641
25 H 2.454 -0.561 -5.406
26 H 1.087 0.390 -4.753
27 H -0.787 -2.979 4.097
28 H -0.111 -0.436 3.369
29 C 0.135 -2.834 4.683
30 C 0.849 -0.608 3.872
31 N 1.097 -2.026 3.957
32 H 0.592 -3.807 4.885
33 C 2.259 -2.554 3.502
34 O 3.076 -1.974 2.794
35 H 1.654 -0.127 3.311
36 H 2.391 -3.591 3.875
37 H -0.115 -2.333 5.627
38 H 0.796 -0.188 4.887
39 O -1.517 1.955 -0.071
40 C -2.342 3.118 -0.340
41 C -0.678 4.995 -0.434
42 C -1.657 4.246 -1.100
43 H -0.423 4.731 0.597
44 C -0.065 6.077 -1.089
45 H -3.172 2.709 -0.941
46 C -2.081 4.613 -2.389
47 H 0.791 6.560 -0.606
48 C -0.568 6.519 -2.314
49 C -1.566 5.785 -2.968
50 H -2.818 3.986 -2.912
51 H -0.175 7.449 -2.749
52 H -1.947 6.118 -3.939
53 Si 0.158 1.663 -0.383
54 Cl -1.576 -1.396 1.092
55 C 1.325 2.857 0.479
56 C 0.309 1.846 -2.255
57 C 0.853 0.091 0.308
58 H 1.451 3.812 -0.045
59 H 2.307 2.362 0.521
60 H 1.017 3.063 1.513
61 H 0.064 -0.119 1.061
62 H 1.837 0.150 0.798
63 H 0.802 -0.731 -0.398
64 H -0.033 2.827 -2.616
65 H -0.296 1.088 -2.766
66 H 1.349 1.733 -2.584
67 C 2.366 -7.743 0.257
68 N 2.315 -6.298 0.247
69 C 3.564 -5.583 0.286
70 C 1.194 -5.547 -0.017
71 C -0.110 -6.302 0.011
72 O 1.332 -4.338 -0.231
73 H 3.415 -8.052 0.320
74 H 1.932 -8.169 -0.655
75 H 1.820 -8.163 1.109
76 H 3.806 -5.158 -0.700
77 H 3.504 -4.747 0.996
78 H 4.357 -6.278 0.587
79 H -0.212 -6.845 0.965
80 H -0.925 -5.580 -0.083
81 H -0.157 -7.026 -0.819

Atoms 1-6, force components in eV/Å:
C 0.1 -0.3 0.3
C 0.2 0.7 -0.2
H 0.0 -0.3 -0.2
H -0.1 0.2 0.1
H 0.3 0.0 0.0
C 0.1 -0.4 -0.7


[3]
A 7-piece molecular cluster, C24H50NO13S5 overall in a non-equilibrium geometry, computed with ωB97M-V with the def2-TZVPD basis set.

Calculated values
HOMO-LUMO gap	10.18	eV
energy relative to the best compared isomer or geometry (same formula, charge and spin)	211.5	kJ/mol
HOMO level	-12.1	eV
total charge	+1
E	-3967.649315	Ha
max |F|	10.45	eV/A

Element x y z (Å)
1 N -27.573 -3.806 41.386
2 H -28.523 -3.894 40.891
3 H -27.730 -3.559 42.376
4 H -26.805 -3.204 40.957
5 H -27.181 -4.759 41.462
6 C -34.143 -0.638 42.785
7 C -33.205 -1.779 42.678
8 C -32.864 -2.138 41.212
9 O -31.521 -2.612 41.353
10 C -31.089 -2.096 42.401
11 O -29.876 -2.118 42.699
12 O -31.954 -1.470 43.166
13 H -35.101 -0.976 42.612
14 H -34.052 0.052 42.191
15 H -34.253 -0.257 43.681
16 H -33.693 -2.477 43.343
17 H -32.780 -1.271 40.548
18 H -33.422 -2.996 40.803
19 C -26.635 0.637 40.085
20 C -27.335 1.507 38.991
21 C -28.362 0.504 38.298
22 S -29.080 -0.330 39.638
23 O -28.911 -1.805 39.568
24 O -30.390 0.223 39.894
25 C -27.828 -0.001 40.906
26 H -25.873 1.138 40.961
27 H -25.991 -0.114 39.459
28 H -26.514 1.814 38.219
29 H -27.787 2.327 39.573
30 H -27.875 -0.407 37.808
31 H -29.217 0.804 37.765
32 H -27.724 -0.862 41.268
33 H -28.453 0.811 41.430
34 C -21.368 -2.221 42.492
35 C -22.147 -1.142 43.344
36 C -23.401 -0.576 42.555
37 S -23.719 -1.724 41.319
38 O -23.253 -1.168 40.066
39 O -25.051 -2.298 41.433
40 C -22.497 -2.934 41.753
41 H -20.848 -2.786 43.072
42 H -20.936 -1.433 41.805
43 H -21.407 -0.496 43.636
44 H -22.424 -1.708 44.238
45 H -22.983 0.288 42.107
46 H -24.369 -0.330 43.085
47 H -21.870 -3.253 40.862
48 H -22.833 -3.614 42.398
49 C -32.506 -3.390 46.213
50 C -30.993 -3.505 45.919
51 C -30.655 -4.589 44.915
52 S -32.163 -5.439 44.455
53 O -31.970 -6.839 44.642
54 O -32.618 -4.928 43.217
55 C -33.148 -4.787 45.665
56 H -33.124 -2.585 45.680
57 H -32.689 -3.483 47.122
58 H -30.637 -3.567 46.807
59 H -30.773 -2.344 45.507
60 H -30.019 -5.330 45.378
61 H -30.046 -4.345 44.072
62 H -33.087 -5.528 46.675
63 H -34.170 -4.867 45.543
64 C -25.425 -2.922 35.150
65 C -25.646 -1.450 35.838
66 C -24.812 -1.478 36.991
67 S -25.040 -3.116 37.778
68 O -26.198 -3.099 38.677
69 O -23.792 -3.590 38.238
70 C -25.525 -3.980 36.340
71 H -24.274 -2.792 34.763
72 H -26.081 -3.161 34.308
73 H -26.584 -1.406 36.069
74 H -25.311 -0.895 35.057
75 H -25.001 -0.821 37.855
76 H -23.857 -1.488 36.810
77 H -26.463 -4.463 36.516
78 H -24.842 -4.973 36.078
79 C -23.495 -9.061 40.706
80 C -23.300 -8.682 39.337
81 C -23.549 -7.168 39.188
82 S -24.856 -6.767 40.244
83 O -26.050 -6.522 39.462
84 O -24.495 -5.775 41.186
85 C -24.892 -8.371 40.955
86 H -22.688 -8.840 41.284
87 H -23.832 -10.115 40.830
88 H -24.022 -9.191 38.836
89 H -22.358 -9.024 38.919
90 H -23.840 -6.956 38.180
91 H -22.706 -6.600 39.712
92 H -25.615 -8.987 40.684
93 H -24.997 -8.256 41.894

Atoms 1-6, force components in eV/Å:
N -0.3 -1.0 0.2
H 1.9 1.0 0.5
H -0.2 0.6 -0.7
H -1.2 -0.5 0.0
H 0.1 0.3 -0.6
C -0.3 -6.8 1.9


[4]
C18H21N3O as an isolated structure in a non-equilibrium geometry, computed with ωB97M-V with the def2-TZVPD basis set.

Calculated values
HOMO-LUMO gap	7.22	eV
energy relative to the best compared isomer or geometry (same formula, charge and spin)	1705.5	kJ/mol
HOMO level	-7.3	eV
E	-937.384684	Ha
max |F|	18.12	eV/A

Element x y z (Å)
1 C 2.619 0.634 0.741
2 C 1.324 0.557 1.303
3 N 0.225 0.993 0.951
4 N -0.037 1.893 0.038
5 C -1.309 2.324 -0.041
6 H -1.610 3.298 -0.145
7 H -2.002 2.094 1.154
8 C -2.055 1.244 -1.042
9 N -1.289 1.144 -2.224
10 C -1.359 0.035 -2.968
11 C -0.271 -0.637 -3.638
12 C -0.165 -1.731 -4.335
13 C -1.293 -2.251 -4.417
14 C -2.559 -2.109 -3.653
15 C -2.366 -0.833 -2.963
16 H -3.467 -0.510 -2.278
17 H -3.445 -2.472 -3.619
18 H -1.484 -3.301 -4.861
19 H 0.603 -2.013 -5.086
20 H 0.545 0.109 -3.647
21 C -0.227 2.139 -2.301
22 H 0.065 1.967 -3.121
23 H -0.828 3.036 -2.252
24 C 0.525 1.903 -1.056
25 H 1.592 2.610 -1.240
26 H 1.205 1.009 -1.421
27 H -2.288 0.456 -0.591
28 H -3.166 1.536 -1.286
29 C 1.237 -0.228 2.800
30 C 0.235 0.024 3.621
31 C 0.270 -0.862 4.758
32 C 1.299 -1.736 5.045
33 C 2.133 -2.044 4.097
34 C 2.275 -1.149 2.983
35 H 3.024 -1.447 2.285
36 H 2.810 -2.987 4.284
37 O 1.289 -2.505 6.116
38 H 0.142 -2.215 6.833
39 H -0.558 -0.590 5.534
40 H -0.473 0.620 3.553
41 H 3.331 0.691 1.496
42 H 2.685 -0.285 0.278
43 H 2.818 1.588 0.316

Atoms 1-6, force components in eV/Å:
C 0.9 1.9 0.4
C -1.2 -1.7 5.0
N -2.1 -0.5 3.0
N -1.9 1.0 6.9
C -8.1 -4.9 3.6
H 0.2 2.6 -0.9


[5]
A 11-piece molecular cluster, C5H33N2O11 overall in a non-equilibrium geometry, computed with ωB97M-V with the def2-TZVPD basis set.

Calculated values
HOMO-LUMO gap	9.36	eV
energy relative to the best compared isomer or geometry (same formula, charge and spin)	208.7	kJ/mol
HOMO level	-11.9	eV
total charge	+1
E	-1147.236031	Ha
max |F|	1.87	eV/A

Element x y z (Å)
1 N 2.230 1.672 0.284
2 C 0.892 1.073 -0.144
3 C -0.159 1.360 0.922
4 C 0.146 0.879 2.293
5 O 1.217 0.518 2.734
6 C 0.531 1.477 -1.563
7 N -0.567 0.649 -2.052
8 C -0.164 -0.224 -3.145
9 H 2.519 0.937 0.987
10 H 3.021 1.591 -0.375
11 H 2.376 2.620 0.627
12 H 1.072 -0.006 -0.116
13 H -0.409 2.422 0.907
14 H -1.101 0.886 0.640
15 H -0.637 0.782 3.055
16 H 0.272 2.539 -1.579
17 H 1.445 1.391 -2.152
18 H -1.353 1.262 -2.219
19 H 0.340 0.323 -3.945
20 H 0.558 -0.978 -2.821
21 H -1.048 -0.720 -3.541
22 H -0.279 -3.697 0.995
23 H -0.596 -4.280 2.277
24 O -0.221 -3.456 1.930
25 H 3.287 -0.960 1.321
26 H 3.932 -0.298 2.521
27 O 3.699 -0.106 1.605
28 H -3.347 -3.967 1.712
29 H -2.615 -3.604 0.290
30 O -2.605 -4.091 1.123
31 H 1.866 -2.348 0.591
32 H 1.524 -2.731 1.979
33 O 2.268 -2.341 1.470
34 H -1.721 -1.435 -0.064
35 H -1.474 -1.874 -1.493
36 O -2.149 -1.914 -0.803
37 H -3.019 3.061 -1.589
38 H -2.995 1.572 -1.094
39 O -2.479 2.397 -1.159
40 H -1.098 -1.994 2.072
41 H -2.506 -1.232 2.232
42 O -1.618 -1.184 1.872
43 H -3.306 -0.482 -1.065
44 H -4.681 -0.321 -0.437
45 O -4.051 0.141 -0.996
46 H -0.020 4.558 -0.287
47 H 0.463 5.105 0.921
48 O 0.614 4.296 0.403
49 H 4.108 0.569 -2.375
50 H 4.278 -0.122 -1.122
51 O 3.557 0.290 -1.625

Atoms 1-6, force components in eV/Å:
N 1.0 -1.1 0.3
C 0.3 0.5 0.3
C -0.4 0.2 -0.7
C 0.2 -0.5 1.8
O 0.5 0.2 -1.0
C -0.2 0.2 0.4


[6]
A 2-piece molecular cluster, C4H12 overall in a non-equilibrium geometry, computed with ωB97M-V with the def2-TZVPD basis set.

Calculated values
HOMO-LUMO gap (alpha / beta)	13.57 / 4.45	eV
energy relative to the best compared isomer or geometry (same formula, charge and spin)	191.7	kJ/mol
HOMO level (alpha / beta)	-16.7 / -16.1	eV
2S+1	2
total charge	+1
E	-159.096813	Ha
max |F|	10.29	eV/A

Element x y z (Å)
1 C 1.074 -1.413 0.777
2 C 0.872 -1.554 -0.762
3 H 1.682 -0.525 1.079
4 H 0.248 -1.218 1.156
5 H 1.625 -2.286 1.152
6 H 1.520 -1.147 -1.381
7 H 0.069 -0.896 -1.130
8 H 0.717 -2.532 -1.031
9 C -0.765 1.993 -0.420
10 C -1.287 0.830 0.452
11 H -0.238 2.827 0.102
12 H -0.074 1.715 -1.195
13 H -1.522 2.513 -0.994
14 H -1.612 -0.034 -0.135
15 H -1.942 1.087 1.204
16 H -0.366 0.640 1.127

Atoms 1-6, force components in eV/Å:
C 8.7 0.2 -5.5
C -2.2 0.7 4.1
H 0.0 -0.6 -0.6
H -8.4 0.7 4.4
H -0.7 0.0 0.4
H 4.3 1.8 -2.5


[7]
C21H37BrN3O4P2S as an isolated structure in a non-equilibrium geometry, computed with ωB97M-V with the def2-TZVPD basis set.

Calculated values
HOMO-LUMO gap	7.85	eV
HOMO level	-10.3	eV
total charge	+1
E	-4942.361725	Ha
max |F|	1.77	eV/A

Element x y z (Å)
1 C 3.040 4.658 3.002
2 C 3.011 3.361 2.186
3 C 2.063 2.339 2.820
4 C 2.597 0.889 2.770
5 C 1.769 0.043 3.700
6 C 0.613 -0.614 3.318
7 P 0.128 -0.500 1.560
8 P 1.177 -2.185 0.675
9 O 0.627 -2.522 -0.642
10 O 2.733 -1.849 0.700
11 O 1.001 -3.438 1.681
12 C -0.182 -1.349 4.284
13 C -1.466 -2.066 3.911
14 O -2.560 -1.376 4.494
15 C -3.672 -1.159 3.638
16 C -3.816 0.326 3.292
17 C 0.223 -1.397 5.597
18 Br -0.694 -2.350 6.942
19 C 1.415 -0.736 5.988
20 N 1.932 -0.715 7.227
21 S 3.257 0.163 7.136
22 N 3.271 0.553 5.590
23 C 2.182 -0.018 5.056
24 H 2.134 5.230 2.827
25 H 3.050 4.427 4.065
26 H 3.919 5.261 2.799
27 H 4.011 2.963 2.054
28 H 2.597 3.619 1.213
29 H 1.896 2.565 3.871
30 H 1.082 2.321 2.348
31 H 2.519 0.540 1.747
32 H 3.645 0.857 3.049
33 H -1.215 -0.888 1.476
34 H 3.266 -2.652 0.645
35 H 1.759 -3.554 2.265
36 H -1.570 -2.150 2.839
37 H -1.409 -3.061 4.352
38 H -3.630 -1.776 2.742
39 H -4.559 -1.461 4.189
40 H -4.804 0.707 3.531
41 H -3.598 0.537 2.248
42 H -3.110 0.896 3.888
43 C -0.532 0.742 -2.386
44 C -0.264 -0.595 -3.080
45 C 0.190 -0.430 -4.530
46 N -0.859 -0.773 -5.565
47 C -1.065 -2.249 -5.606
48 C -2.164 -0.052 -5.331
49 C -1.964 1.296 -5.987
50 C -1.282 0.914 -7.299
51 C -0.384 -0.273 -6.934
52 H -1.268 1.353 -2.915
53 H -0.906 0.561 -1.380
54 H 0.386 1.325 -2.304
55 H -1.138 -1.242 -2.996
56 H 0.529 -1.098 -2.529
57 H 1.028 -1.090 -4.749
58 H 0.510 0.592 -4.728
59 H -1.447 -2.583 -4.646
60 H -0.113 -2.727 -5.823
61 H -1.783 -2.477 -6.390
62 H -2.940 -0.622 -5.842
63 H -2.390 -0.020 -4.270
64 H -1.318 1.931 -5.380
65 H -2.903 1.823 -6.140
66 H -0.718 1.736 -7.734
67 H -2.023 0.604 -8.035
68 H 0.663 0.003 -6.847
69 H -0.476 -1.088 -7.645

Atoms 1-6, force components in eV/Å:
C 0.1 -0.4 0.2
C -0.8 0.5 0.2
C 0.5 -0.7 0.2
C -0.5 0.3 -0.1
C 0.2 0.1 -1.0
C -0.1 -0.2 0.7


Which of these has the highest max |F|? C18H21N3O


Number 7 is which compound? C21H37BrN3O4P2S


The highest E belongs to which entry? C4H12